Computed, not measured: 7 unconnected molecules or ions with the total composition C6H24ClN2O6, with ωB97M-V with the def2-TZVPD basis set.

Positions of all 39 atoms, in Å:
Cl -0.02 0.59 0.09
C -2.35 -2.13 -0.56
O -1.77 -2.24 0.72
H -3.00 -1.25 -0.66
H -1.61 -2.06 -1.36
H -2.95 -3.02 -0.74
H -1.23 -1.45 0.85
C 0.09 -0.89 4.09
O -0.72 -0.33 3.09
H 0.90 -1.49 3.66
H 0.53 -0.15 4.76
H -0.55 -1.54 4.69
H -0.17 0.06 2.40
C -3.11 2.70 1.87
O -1.71 2.85 1.72
H -3.53 3.70 1.96
H -3.55 2.21 0.99
H -3.35 2.08 2.74
H -1.37 2.08 1.24
C -0.98 1.08 -3.64
O -0.56 -0.08 -2.96
H -0.68 1.00 -4.68
H -2.07 1.20 -3.62
H -0.52 1.98 -3.21
H -0.60 0.11 -2.01
C 2.53 1.23 -3.01
O 2.06 2.03 -1.94
H 2.49 0.17 -2.78
H 1.96 1.43 -3.92
H 3.58 1.48 -3.18
H 1.30 1.58 -1.55
C 3.00 -1.96 0.80
O 3.87 -2.70 1.22
N 2.31 -2.20 -0.37
N 2.62 -0.82 1.46
H 2.75 -2.79 -1.04
H 1.55 -1.57 -0.61
H 2.99 -0.68 2.38
H 1.89 -0.22 1.10

Summary:
* E_LUMO: 3.2 eV
* gap between HOMO and LUMO: 10.1 eV
* net charge: -1

=====

Computed, not measured: a molecular structure, C6H24F2N12O6Y in a non-equilibrium geometry, with ωB97M-V with the def2-TZVPD basis set.

Positions of all 51 atoms, in Å:
Y -1.31 -1.03 -2.46
F 0.58 -0.40 -3.68
F 0.18 -0.26 -0.76
C 2.95 2.95 0.65
O 3.85 3.76 0.40
N 2.11 3.01 1.67
N 2.78 1.88 -0.15
H 2.13 3.88 2.17
H 1.49 2.29 2.00
H 2.03 1.22 0.00
H 3.46 1.69 -0.87
C 3.28 -2.33 -0.24
O 3.21 -2.58 -1.45
N 4.28 -2.66 0.60
N 2.37 -1.59 0.44
H 4.90 -3.44 0.43
H 3.99 -2.52 1.55
H 2.75 -1.04 1.19
H 1.59 -1.28 -0.14
C -0.39 -3.55 -0.05
O -0.85 -2.84 -0.96
N -0.83 -3.54 1.23
N 0.63 -4.41 -0.24
H -1.51 -2.92 1.63
H -0.46 -4.27 1.80
H 1.01 -4.78 0.61
H 1.22 -4.44 -1.05
C -1.27 0.74 2.04
O -2.32 1.08 2.59
N -0.58 -0.40 2.33
N -0.65 1.49 1.10
H -0.63 -0.86 3.22
H 0.23 -0.59 1.78
H -0.18 0.94 0.38
H -1.40 2.11 0.81
C -0.62 2.41 -2.04
O -1.36 1.45 -2.33
N 0.68 2.41 -2.29
N -1.13 3.64 -1.80
H 1.13 1.51 -2.28
H 1.14 3.31 -2.23
H -0.50 4.43 -1.78
H -2.05 3.72 -1.41
C -3.97 0.17 -0.52
O -2.80 -0.18 -0.77
N -5.08 -0.30 -1.13
N -4.25 0.90 0.56
H -5.16 -0.86 -1.96
H -5.89 -0.20 -0.56
H -3.56 1.15 1.26
H -5.21 1.14 0.73

Summary:
* E_LUMO: -4.4 eV
* energy relative to the best compared isomer or geometry (same formula, charge and spin): 361.0 kJ/mol
* gap between HOMO and LUMO: 7.1 eV
* net charge: +1

=====

Computed, not measured: 9 unconnected molecules or ions with the total composition C6H24FIO11, with ωB97M-V with the def2-TZVPD basis set.

Positions of all 43 atoms, in Å:
O 1.38 1.88 2.40
C 0.29 1.46 2.16
O -0.20 0.27 2.54
C -0.93 -0.22 1.37
C -1.22 1.09 0.57
I -3.32 1.42 0.40
C -0.50 1.26 -0.76
C -0.84 0.33 -1.92
C -0.05 -0.99 -1.97
F 0.88 -0.94 -3.04
O -0.65 2.11 1.44
H -1.83 -0.72 1.74
H -0.26 -0.91 0.86
H -0.72 2.28 -1.07
H 0.58 1.22 -0.59
H -1.91 0.14 -2.00
H -0.53 0.85 -2.83
H 0.55 -1.14 -1.06
H -0.69 -1.85 -2.12
O 1.71 2.54 -2.46
H 1.88 1.68 -2.85
H 2.32 2.59 -1.70
O -0.99 -3.14 0.16
H -0.27 -3.76 0.36
H -1.73 -3.71 -0.04
O 3.35 1.41 -0.31
H 4.03 0.78 -0.56
H 3.18 1.25 0.62
O 1.45 4.37 -4.81
H 1.78 5.14 -4.34
H 1.69 3.63 -4.22
O -6.09 -0.15 -0.94
H -6.98 -0.52 -0.96
H -6.14 0.63 -1.51
O -0.34 -1.81 4.80
H 0.56 -2.07 4.99
H -0.26 -1.22 4.04
O 3.16 0.60 4.51
H 2.65 1.27 4.03
H 3.79 1.09 5.04
O 0.45 -5.71 0.20
H 0.72 -5.92 -0.70
H 0.06 -6.51 0.55

Summary:
* E_LUMO: 0.1 eV
* energy relative to the best compared isomer or geometry (same formula, charge and spin): 0.0 kJ/mol
* gap between HOMO and LUMO: 9.9 eV